# 1
{"formula": "C25H31N3O5S", "method": "the ωB97M-V functional and the def2-TZVPD basis", "symbols": ["C", "H", "O", "C", "C", "C", "C", "C", "C", "C", "N", "C", "O", "C", "C", "N", "S", "O", "O", "C", "C", "C", "C", "C", "C", "H", "C", "H", "H", "C", "N", "C", "O", "C", "H", "H", "H", "C", "H", "H", "H", "H", "H", "H", "C", "C", "C", "H", "H", "H", "H", "H", "H", "H", "H", "H", "H", "H", "H", "H", "H", "H", "H", "H", "H"], "xyz": [[3.976241, 1.618915, -2.119432], [4.936657, 1.165644, -2.363643], [3.001690, 0.677339, -2.516150], [1.683569, 0.982329, -2.323380], [1.231588, 2.192451, -1.814572], [-0.126391, 2.441144, -1.709952], [-1.045291, 1.492688, -2.112102], [-0.597043, 0.271589, -2.586708], [0.754382, -0.002399, -2.695480], [1.224856, -1.343583, -3.207513], [2.220780, -1.946695, -2.346058], [1.895326, -2.779484, -1.337305], [0.793258, -3.274014, -1.214055], [3.073787, -3.074537, -0.402092], [3.448068, -1.804621, 0.375537], [2.355321, -1.447748, 1.241746], [2.085297, 0.144740, 1.617753], [2.300816, 0.385335, 3.019561], [2.836785, 0.951846, 0.692066], [0.343822, 0.369203, 1.288899], [-0.403649, -0.560039, 0.596725], [-1.754702, -0.339349, 0.360318], [-2.314439, 0.838648, 0.822757], [-1.547237, 1.779010, 1.519866], [-0.213445, 1.550553, 1.759055], [0.406481, 2.248991, 2.297894], [-2.402187, 2.960276, 1.868474], [-2.275733, 3.281023, 2.901156], [-2.158642, 3.803920, 1.218146], [-3.824119, 2.431891, 1.603966], [-3.628651, 1.298005, 0.696279], [-4.543890, 0.800661, -0.187289], [-4.309802, -0.159850, -0.888326], [-5.859613, 1.545543, -0.268550], [-6.503064, 1.011662, -0.962647], [-5.698450, 2.553437, -0.646746], [-6.350164, 1.606075, 0.698350], [-4.465560, 1.948346, 2.905872], [-4.634900, 2.789100, 3.573663], [-3.804853, 1.236281, 3.395063], [-5.417382, 1.457649, 2.720182], [-4.455145, 3.188989, 1.133615], [-2.344639, -1.058071, -0.181522], [0.059999, -1.461667, 0.234447], [2.086463, -2.427427, 2.267673], [1.689446, -3.746420, 1.608300], [2.748819, -4.190016, 0.598240], [3.666724, -4.465426, 1.124085], [2.385286, -5.064990, 0.057792], [0.742179, -3.620728, 1.086155], [1.564158, -4.512328, 2.374848], [2.976076, -2.568101, 2.900489], [1.282333, -2.036309, 2.892050], [4.362442, -1.994464, 0.960842], [3.627848, -0.949702, -0.276179], [3.927131, -3.374592, -1.020109], [3.101774, -1.457016, -2.318945], [0.380259, -2.033228, -3.260638], [1.665709, -1.230234, -4.203720], [-1.312915, -0.482897, -2.874689], [-2.104791, 1.686113, -2.048825], [-0.457884, 3.391541, -1.317654], [1.931571, 2.943686, -1.489596], [3.871281, 2.556474, -2.673547], [3.916360, 1.804838, -1.044438]], "forces_ev_per_angstrom": [[0.2, 0.2, 0.1], [0.0, 0.1, 0.0], [-0.2, -0.3, -0.1], [-0.4, 0.1, 0.0], [0.4, -0.1, 0.0], [-0.1, 0.0, -0.1], [-0.1, 0.1, -0.1], [0.2, 0.1, -0.1], [0.1, -0.1, 0.0], [-0.1, 0.1, -0.1], [0.2, 0.2, -0.2], [0.7, -0.1, -0.1], [-0.5, -0.2, 0.1], [-0.1, -0.1, 0.3], [0.5, 0.1, -0.5], [-0.2, 1.0, 0.1], [-0.1, -0.1, 0.0], [-0.2, -0.2, -0.1], [0.0, -0.2, -0.1], [0.6, -0.2, 0.1], [0.0, 0.0, 0.0], [-0.1, -0.1, 0.1], [0.6, -0.2, 0.1], [0.0, -0.2, 0.0], [-0.1, 0.1, 0.1], [0.0, 0.2, 0.1], [0.0, 0.1, -0.2], [-0.1, 0.0, 0.0], [0.0, 0.0, 0.0], [-0.4, 0.3, 0.5], [0.1, 0.1, -0.1], [-0.3, 0.3, 0.0], [0.0, -0.3, -0.2], [0.0, -0.2, -0.1], [0.0, 0.0, 0.0], [0.0, 0.1, 0.0], [0.0, 0.1, 0.1], [0.0, 0.1, -0.2], [0.0, 0.1, 0.1], [0.1, -0.1, 0.1], [-0.1, 0.0, 0.0], [0.1, -0.1, 0.0], [0.0, 0.0, 0.0], [0.0, -0.2, -0.1], [-0.4, -0.4, 0.5], [0.1, 0.1, 0.1], [-0.2, 0.1, -0.2], [0.0, 0.0, 0.0], [0.1, 0.0, 0.0], [0.0, 0.0, 0.1], [0.0, 0.0, 0.0], [-0.1, 0.1, 0.0], [0.0, -0.2, 0.1], [-0.1, 0.0, -0.1], [0.2, -0.1, -0.1], [0.0, 0.1, 0.0], [-0.1, -0.1, 0.1], [0.1, 0.1, -0.1], [-0.1, -0.1, 0.1], [-0.1, -0.2, 0.0], [-0.1, 0.0, 0.0], [0.0, 0.1, 0.0], [0.1, 0.1, 0.0], [0.0, 0.0, 0.0], [0.0, 0.0, -0.1]], "lowdin_charge": [-0.075, 0.097, -0.108, -0.227, -0.019, -0.076, -0.092, -0.037, -0.128, -0.100, 0.085, -0.457, 0.065, -0.198, -0.149, -0.237, 0.692, -0.276, -0.287, -0.248, -0.031, 0.021, -0.150, -0.148, 0.002, 0.129, -0.058, 0.124, 0.123, -0.300, 0.047, -0.471, 0.068, 0.013, 0.088, 0.087, 0.073, -0.028, 0.084, 0.093, 0.069, 0.137, 0.114, 0.093, -0.190, -0.159, -0.145, 0.118, 0.120, 0.101, 0.116, 0.132, 0.122, 0.141, 0.105, 0.151, 0.124, 0.124, 0.133, 0.123, 0.102, 0.105, 0.109, 0.097, 0.071], "homo_energy_ev": -8.19, "relative_energy_kcal_mol": 6.1, "total_charge": 0, "fmax_ev_per_a": 1.0, "mol_weight_da": 485.606, "smiles": "COc1ccccc1CNC(=O)[C@@H]1CCCN(S(=O)(=O)c2ccc3c(c2)C[C@H](C)N3C(C)=O)C1", "total_energy_ha": -1909.9598, "e_lumo_ev": 0.607, "homo_lumo_gap_ev": 8.801}

=====

# 2
{"formula": "C25H31N7OPtS2", "method": "the ωB97M-V functional and the def2-TZVPD basis", "symbols": ["Pt", "N", "C", "N", "C", "N", "C", "C", "N", "C", "C", "N", "H", "H", "H", "H", "H", "O", "S", "C", "C", "C", "C", "C", "C", "C", "C", "C", "C", "C", "C", "C", "C", "H", "H", "H", "H", "H", "H", "H", "H", "H", "H", "H", "H", "H", "H", "C", "C", "N", "C", "S", "N", "C", "C", "H", "H", "H", "H", "H", "H", "H", "H", "H", "H", "H", "H"], "xyz": [[-0.203682, -0.204030, -0.204702], [4.023667, 0.074601, 0.187252], [3.023913, -0.771835, -0.055591], [1.906560, -0.074705, -0.107142], [2.298690, 1.221764, 0.125319], [3.583683, 1.333632, 0.311414], [1.316907, 2.290990, 0.145322], [1.617407, 3.632583, -0.063700], [0.662201, 4.547699, -0.051963], [-0.587307, 4.153379, 0.159340], [-0.909658, 2.810411, 0.321106], [0.050492, 1.891748, 0.319979], [5.010452, -0.117334, 0.284025], [3.140008, -1.832489, -0.201052], [2.635979, 3.947619, -0.255124], [-1.344677, 4.925899, 0.189594], [-1.924706, 2.465008, 0.463293], [-2.222894, 0.330961, -0.516423], [-3.270139, -0.502601, -1.259923], [-4.821834, 0.275045, -0.705749], [-4.987214, -0.028108, 0.754385], [-4.803134, 0.973555, 1.700416], [-4.923053, 0.690153, 3.052421], [-5.216255, -0.600354, 3.468067], [-5.398687, -1.606818, 2.527801], [-5.281488, -1.323401, 1.177745], [-3.194927, 0.098669, -3.007042], [-3.300139, 1.584809, -3.133676], [-4.492460, 2.170863, -3.552758], [-4.589751, 3.547542, -3.683267], [-3.501335, 4.352359, -3.379461], [-2.311461, 3.776164, -2.956214], [-2.207561, 2.398828, -2.838797], [-5.597133, -0.181393, -1.324808], [-4.750448, 1.342964, -0.902619], [-4.587628, 1.985057, 1.373929], [-4.798789, 1.479326, 3.782132], [-5.307177, -0.819525, 4.523360], [-5.644808, -2.608860, 2.853426], [-5.431803, -2.105295, 0.440895], [-4.008367, -0.421057, -3.514973], [-2.239510, -0.282967, -3.369411], [-5.346127, 1.545702, -3.788854], [-5.512264, 3.990004, -4.034365], [-3.575353, 5.426134, -3.487367], [-1.456251, 4.405308, -2.741835], [-1.269066, 1.947821, -2.538782], [-0.303932, -6.279276, -2.698579], [0.360602, -5.903482, -1.383604], [0.102592, -4.484804, -1.087183], [-0.156253, -3.906145, 0.074181], [-1.072291, -2.403830, 0.064550], [0.125333, -4.414410, 1.255792], [0.870281, -5.619300, 1.643536], [-0.038550, -6.704862, 2.204714], [-0.246249, -7.356990, -2.838154], [0.189963, -5.801332, -3.545322], [-1.357768, -5.998307, -2.698129], [1.435052, -6.083317, -1.444157], [-0.055522, -6.507180, -0.579488], [-0.119936, -3.917685, -1.890109], [-0.237558, -3.875683, 2.029483], [1.580640, -5.309635, 2.409927], [1.437523, -5.983505, 0.792923], [-0.578358, -6.346083, 3.081184], [0.562496, -7.562015, 2.505523], [-0.767837, -7.046486, 1.469589]], "forces_ev_per_angstrom": [[-0.4, 0.5, 0.8], [0.0, -0.1, 0.0], [0.1, -0.1, -0.1], [-1.4, 0.0, 0.4], [0.3, -0.3, -0.1], [0.0, 0.2, -0.1], [0.0, 0.5, 0.0], [0.0, -0.3, 0.2], [-0.1, 0.2, -0.1], [0.3, 0.0, 0.2], [-0.2, 0.0, 0.3], [0.2, -0.7, -1.4], [0.0, -0.1, 0.0], [0.0, 0.0, 0.0], [0.0, 0.0, 0.0], [-0.1, -0.1, 0.0], [0.0, 0.0, -0.1], [1.4, 0.1, 0.8], [-0.9, -0.2, -0.9], [0.4, -0.3, 0.1], [0.0, -0.1, 0.2], [0.0, 0.0, -0.1], [0.0, 0.0, 0.1], [0.0, 0.0, 0.0], [0.0, 0.0, 0.1], [0.0, 0.1, -0.1], [0.0, 0.0, 0.5], [0.0, 0.1, 0.0], [0.0, -0.1, 0.1], [0.0, 0.0, 0.0], [0.0, 0.0, 0.0], [0.0, 0.0, 0.0], [-0.1, 0.0, 0.0], [0.0, 0.0, 0.0], [0.0, 0.0, -0.1], [0.0, 0.0, 0.0], [0.0, 0.0, 0.0], [0.0, 0.0, 0.0], [0.0, 0.0, 0.0], [0.0, 0.0, 0.0], [0.0, -0.1, 0.0], [0.0, -0.1, 0.0], [0.0, 0.0, 0.0], [0.0, 0.0, 0.0], [0.0, 0.0, 0.0], [0.0, 0.0, 0.0], [0.0, 0.0, 0.0], [0.0, 0.1, 0.0], [0.0, -0.2, -0.1], [0.1, -0.1, 0.0], [0.4, 0.2, -0.3], [0.0, 0.6, -0.2], [0.0, 0.0, 0.2], [-0.1, -0.3, 0.1], [0.0, 0.0, 0.0], [0.0, 0.0, 0.0], [0.0, 0.0, 0.0], [0.0, 0.0, 0.0], [0.0, 0.0, 0.1], [0.0, 0.0, 0.0], [-0.1, 0.1, 0.0], [0.0, 0.1, -0.1], [0.0, 0.0, -0.1], [0.1, 0.1, 0.1], [0.0, 0.0, 0.0], [0.0, 0.0, 0.0], [0.0, 0.0, 0.0]], "lowdin_charge": [0.872, 0.072, -0.086, -0.041, -0.297, 0.174, -0.184, -0.021, 0.133, -0.066, -0.069, -0.001, 0.184, 0.148, 0.137, 0.130, 0.113, -0.720, 0.967, -0.245, -0.301, -0.042, -0.061, -0.063, -0.062, -0.050, -0.245, -0.296, -0.042, -0.051, -0.057, -0.072, -0.057, 0.119, 0.102, 0.115, 0.112, 0.113, 0.112, 0.118, 0.107, 0.101, 0.122, 0.117, 0.115, 0.105, 0.099, -0.062, -0.214, 0.032, -0.709, 0.602, 0.035, -0.207, -0.061, 0.091, 0.085, 0.087, 0.125, 0.103, 0.125, 0.131, 0.128, 0.100, 0.085, 0.091, 0.075], "homo_energy_ev": -13.70, "relative_energy_kcal_mol": 0.0, "total_charge": 2, "fmax_ev_per_a": 1.6, "mol_weight_da": 704.783, "total_energy_ha": -2344.9876, "e_lumo_ev": -6.513, "homo_lumo_gap_ev": 7.188}